55
Properties=species:S:1:pos:R:3:mulliken_charge:R:1 method="wB97M-V/def2-TZVPD" de_lowest_kj_mol=160.9 charge=+2 orbital_gap_ha=0.2495
C -3.21497 -0.47147 -5.75864 -1.06
C -2.16760 -0.18532 -4.70829 0.74
H -3.32120 -1.55468 -5.88993 0.29
H -2.91922 -0.00584 -6.70543 0.33
H -4.17078 -0.03560 -5.44788 0.34
O -1.53092 -0.97722 -4.08895 -0.44
Cl -1.95797 1.56886 -4.46097 -0.18
Bi -0.04718 -0.11139 -0.09038 1.12
P 2.04034 0.21856 -1.36373 0.54
C 3.23028 -1.04933 -1.06294 -1.18
C 1.59960 0.19174 -3.08377 -1.09
H 2.52335 0.37962 -3.65332 0.48
H 3.65142 1.89087 -1.72087 0.45
H 0.85626 0.96431 -3.31752 0.26
H 2.09075 2.61957 -1.20212 0.36
H 2.82512 -2.04280 -1.29758 0.37
H 1.18402 -0.78225 -3.37334 0.38
C 2.79675 1.79891 -1.02921 -1.21
H 4.08627 -0.84255 -1.72641 0.44
H 3.16232 1.85260 0.00618 0.34
H 3.57206 -1.04501 -0.01966 0.31
P -2.14169 0.02139 1.21538 0.58
C -2.31372 -1.30748 2.36621 -1.15
C -2.28561 1.55986 2.10971 -1.05
H -3.41032 0.76396 -0.68068 0.37
H -4.41077 0.04895 0.63171 0.44
H -3.48543 -1.00898 -0.48401 0.38
C -3.47895 -0.04939 0.05121 -1.18
H -2.18167 2.41864 1.43504 0.33
H -3.29166 1.56644 2.56364 0.48
H -3.29998 -1.18687 2.84441 0.43
H -1.53408 -1.28392 3.13829 0.28
H -1.53141 1.63579 2.90449 0.19
H -2.27705 -2.28178 1.85930 0.37
Cl -0.79722 2.08329 -1.12668 -0.44
C 1.80495 -2.75631 2.24048 -0.87
N 2.10417 -1.58563 3.12381 0.11
C 3.15340 -1.88446 4.10753 -1.33
C 1.58643 -0.38422 2.93232 0.91
O 0.97904 -0.21307 1.81362 -0.46
N 1.60404 0.68579 3.70993 0.14
C 1.89426 0.65530 5.15040 -1.32
C 1.23251 2.05635 3.23486 -0.99
H 1.43729 -3.58800 2.85786 0.37
H 2.72316 -3.07803 1.72614 0.35
H 1.04896 -2.53299 1.49235 0.14
H 3.59320 -0.97843 4.52537 0.49
H 2.75561 -2.54550 4.89602 0.37
H 3.98574 -2.39574 3.62124 0.36
H 2.85074 1.16505 5.35759 0.37
H 1.10540 1.17210 5.70000 0.37
H 1.88794 -0.36150 5.54374 0.49
H 0.97301 2.07122 2.17811 0.21
H 0.37970 2.43483 3.82052 0.35
H 2.08197 2.73455 3.39206 0.37